9
Properties=species:S:1:pos:R:3:lowdin_charge:R:1 method="wB97M-V/def2-TZVPD" de_lowest_ev=1.236 multiplicity=1 smiles=O.O.O e_tot_ev=-6239.0176 e_lumo_ev=0.4
O -0.159 0.717 0.846 -0.04
H -0.481 -0.184 0.890 0.05
H -0.421 1.106 1.680 0.08
O -0.228 1.555 -1.211 -0.10
H 0.702 1.336 -1.158 0.02
H -0.604 1.199 -0.406 -0.09
O 0.526 -1.543 -0.169 -0.03
H -0.186 -1.848 -0.731 0.06
H 0.850 -2.336 0.259 0.05



72
Properties=species:S:1:pos:R:3:lowdin_charge:R:1 method="wB97M-V/def2-TZVPD" de_lowest_ev=1.482 total_charge=+1 multiplicity=2 e_tot_ev=-407812.7031 e_lumo_ev="-3.3 / -3.1"
Ti 10.038 0.114 17.258 -0.30
C 10.075 2.276 19.971 -0.39
Se 8.545 1.818 18.866 0.90
C 7.728 0.548 20.038 -0.54
C 6.844 -0.416 19.304 -0.43
Se 7.836 -1.586 17.945 0.90
C 8.541 -2.813 19.359 -0.36
H 10.434 1.352 20.477 -0.01
H 9.864 3.054 20.779 0.07
H 10.843 2.661 19.321 -0.03
H 7.218 1.209 20.691 0.06
H 8.542 0.074 20.615 0.07
H 6.073 0.143 18.757 0.05
H 6.367 -1.147 19.928 0.07
H 7.746 -3.449 19.716 0.03
H 8.853 -2.180 20.176 -0.01
H 9.429 -3.403 19.037 0.03
Se 11.263 -0.984 19.119 0.14
Se 13.108 0.370 18.555 -0.04
Te 12.780 0.675 16.128 0.56
Se 10.817 2.281 16.380 0.05
C 7.634 -2.443 14.213 -0.12
N 8.347 -1.154 14.433 -0.53
P 10.001 -1.015 14.849 0.86
C 10.420 -2.780 14.895 -0.35
C 10.462 -3.513 13.719 -0.12
C 10.571 -4.852 13.773 -0.06
C 10.584 -5.499 15.023 -0.04
C 10.531 -4.778 16.202 -0.06
C 10.446 -3.416 16.127 -0.12
C 10.841 -0.229 13.473 -0.43
C 12.027 -0.701 12.918 -0.15
C 12.699 -0.032 11.913 -0.06
C 12.129 1.105 11.373 -0.07
C 10.958 1.595 11.877 -0.06
C 10.336 0.984 12.962 -0.12
P 7.445 0.271 14.335 1.01
C 6.691 0.163 12.683 -0.37
C 5.636 0.958 12.419 -0.10
C 5.041 0.851 11.162 -0.06
C 5.586 0.001 10.210 -0.09
C 6.714 -0.744 10.462 -0.07
C 7.264 -0.696 11.732 -0.09
C 5.934 0.093 15.380 -0.39
C 5.749 1.134 16.291 -0.15
C 4.531 1.368 16.939 -0.07
C 3.446 0.515 16.663 -0.06
C 3.589 -0.577 15.791 -0.04
C 4.854 -0.773 15.183 -0.09
H 7.913 -3.220 14.915 0.08
H 7.651 -2.720 13.123 0.09
H 6.573 -2.149 14.370 0.05
H 10.367 -3.051 12.732 0.13
H 10.584 -5.501 12.873 0.13
H 10.676 -6.567 15.030 0.11
H 10.606 -5.327 17.115 0.11
H 10.491 -2.817 17.016 0.01
H 12.434 -1.635 13.307 0.11
H 13.611 -0.509 11.573 0.12
H 12.559 1.610 10.513 0.12
H 10.472 2.505 11.565 0.12
H 9.475 1.372 13.439 0.02
H 5.215 1.622 13.187 0.12
H 4.186 1.460 10.917 0.11
H 5.080 -0.046 9.246 0.11
H 7.081 -1.524 9.781 0.12
H 8.128 -1.244 12.038 0.07
H 6.638 1.750 16.360 0.06
H 4.346 2.270 17.506 0.11
H 2.478 0.703 17.057 0.10
H 2.685 -1.115 15.533 0.11
H 4.887 -1.496 14.354 0.11



20
Properties=species:S:1:pos:R:3:lowdin_charge:R:1 method="wB97M-V/def2-TZVPD" de_lowest_ev=1.911 total_charge=+1 multiplicity=1 e_tot_ev=-28532.2623 e_lumo_ev=-4.9
C -0.981 1.825 -2.131 -0.43
S 0.330 0.571 -2.285 0.48
S -0.704 -1.055 -1.497 0.49
C 0.576 -2.329 -1.655 -0.43
H -1.935 1.312 -1.989 0.03
H -0.772 2.480 -1.292 0.03
H -1.006 2.382 -3.054 0.03
H 1.413 -1.975 -2.254 0.03
H 0.917 -2.635 -0.666 0.03
H 0.128 -3.184 -2.142 0.04
C -0.030 0.329 2.586 -0.13
C -1.324 0.370 2.818 0.11
C 1.691 0.225 0.943 0.16
N 0.462 0.153 1.258 0.02
H 0.754 0.366 3.326 0.13
H -2.053 0.289 2.024 0.09
H -1.672 0.554 3.825 0.09
H 2.022 -0.057 -0.047 0.08
H 2.397 0.545 1.700 0.13
H -0.213 -0.164 0.534 0.04



48
Properties=species:S:1:pos:R:3:lowdin_charge:R:1 method="wB97M-V/def2-TZVPD" de_lowest_ev=0.619 multiplicity=1 e_tot_ev=-146956.7135 e_lumo_ev=-0.5
Cu 1.092 -1.642 3.093 0.47
F 2.837 1.155 3.902 0.19
C 1.911 1.622 3.079 -0.55
F 2.188 1.140 1.839 0.10
F 2.031 2.952 3.006 0.17
C 0.485 1.154 3.515 -0.35
O 0.431 -0.112 3.910 -0.17
C -0.488 1.351 2.307 -0.48
F -1.754 1.261 2.667 0.21
F -0.320 2.442 1.572 0.19
F -0.332 0.268 1.412 -0.01
C -0.004 2.097 4.672 -0.55
F 0.968 2.269 5.571 0.18
F -0.365 3.311 4.215 0.16
F -1.053 1.572 5.295 0.18
N 1.716 -3.047 2.053 0.06
C 2.329 -3.208 1.068 -0.37
N 3.020 -3.473 0.019 0.10
C 2.682 -2.864 -1.099 -0.39
N 2.393 -2.337 -2.092 0.12
C -4.234 -0.395 -0.287 -0.10
C -2.778 -0.425 -0.732 -0.28
C -2.023 -1.615 -0.153 -0.27
C -0.610 -1.808 -0.716 -0.28
Ge 0.630 -0.340 -0.507 1.15
C 0.327 1.349 -1.408 -0.29
C 0.231 1.070 -2.915 -0.28
C 1.435 0.297 -3.430 -0.31
C 1.405 0.041 -4.930 -0.10
H -4.755 0.478 -0.681 0.07
H -4.306 -0.364 0.801 0.08
H -4.763 -1.285 -0.631 0.08
H -2.293 0.507 -0.423 0.08
H -2.723 -0.455 -1.826 0.11
H -2.586 -2.529 -0.363 0.12
H -1.985 -1.528 0.935 0.10
H -0.647 -1.984 -1.795 0.08
H -0.121 -2.676 -0.281 0.06
H 1.969 -0.654 0.133 0.00
H 1.159 2.015 -1.173 0.08
H -0.587 1.800 -1.025 0.06
H 0.127 2.015 -3.454 0.12
H -0.678 0.498 -3.121 0.10
H 1.499 -0.683 -2.936 0.02
H 2.355 0.829 -3.150 0.12
H 0.510 -0.512 -5.213 0.07
H 2.270 -0.541 -5.245 0.08
H 1.407 0.983 -5.483 0.07



50
Properties=species:S:1:pos:R:3:lowdin_charge:R:1 method="wB97M-V/def2-TZVPD" de_lowest_ev=0.000 multiplicity=1 smiles="CCOCCCNC(=O)[C@H](NC(=O)c1ccccc1O)c1ccc(Cl)cc1" e_tot_ev=-44807.3181 e_lumo_ev=0.3
C -4.554 -2.010 0.363 -0.07
C -4.437 -3.437 0.896 -0.26
O -3.128 -3.964 0.950 -0.16
C -2.517 -4.296 -0.273 -0.22
C -1.718 -3.147 -0.904 -0.15
C -0.767 -2.532 0.125 -0.16
N -0.204 -1.285 -0.341 0.08
C -0.720 -0.097 -0.002 -0.42
O -1.664 0.065 0.741 0.08
C 0.054 1.083 -0.660 -0.16
N 1.393 1.169 -0.102 0.15
C 2.429 0.459 -0.580 -0.38
O 2.248 -0.389 -1.467 0.02
C 3.758 0.709 0.008 -0.07
C 4.038 1.824 0.803 -0.03
C 5.283 2.007 1.363 -0.09
C 6.285 1.068 1.145 -0.07
C 6.044 -0.028 0.348 0.00
C 4.792 -0.218 -0.245 -0.26
O 4.628 -1.286 -1.030 0.08
C -0.673 2.383 -0.468 -0.18
C -1.130 3.110 -1.559 -0.02
C -1.804 4.304 -1.380 -0.10
C -2.028 4.770 -0.095 -0.67
Cl -2.867 6.263 0.137 0.67
C -1.588 4.054 1.006 -0.09
C -0.912 2.863 0.814 -0.03
H -3.777 -1.378 0.787 0.06
H -4.480 -1.984 -0.721 0.07
H -5.523 -1.604 0.643 0.07
H -5.082 -4.108 0.306 0.12
H -4.770 -3.465 1.937 0.12
H -3.263 -4.667 -0.989 0.12
H -1.829 -5.114 -0.034 0.12
H -1.161 -3.535 -1.760 0.11
H -2.391 -2.367 -1.258 0.10
H 0.043 -3.225 0.360 0.13
H -1.333 -2.321 1.035 0.12
H 0.578 -1.313 -0.986 0.12
H 0.163 0.854 -1.728 0.16
H 1.515 1.790 0.681 0.13
H 3.284 2.580 0.966 0.11
H 5.479 2.878 1.968 0.10
H 7.258 1.204 1.590 0.11
H 6.810 -0.760 0.150 0.12
H 3.723 -1.234 -1.422 0.08
H -0.958 2.743 -2.560 0.12
H -2.156 4.869 -2.229 0.11
H -1.779 4.422 2.002 0.11
H -0.591 2.293 1.673 0.12



12
Properties=species:S:1:pos:R:3:lowdin_charge:R:1 method="wB97M-V/def2-TZVPD" de_lowest_ev=6.453 multiplicity=1 e_tot_ev=-20736.1655 e_lumo_ev="-0.5 / -0.5"
C 0.112 0.209 0.414 -0.54
C -1.494 -1.156 -1.267 0.05
C 0.905 1.157 1.331 -0.03
N -1.242 0.338 0.547 0.07
N 0.587 -0.667 -0.395 -0.44
O -1.880 -0.218 -0.490 -0.09
Cl 2.079 -0.579 -1.253 0.54
H -1.687 -1.064 -2.348 0.11
H -0.807 -2.014 -1.158 0.10
H 1.608 1.655 0.698 0.04
H 1.563 0.463 2.079 0.14
H 0.256 1.875 1.841 0.07



Largest force on an atom (computed, eV/A): 3.380 2.888 0.542 0.422 0.653 3.019